Entry 1:
The following is a quantum chemistry calculation of a structure of composition C3H4N2, from OMol25.

Structure (XYZ):
```
9
C3H4N2 | OMol25 | ωB97M-V/def2-TZVPD
N 0.87068 -1.82495 -0.38647
C -0.17907 -1.49877 -1.08266
C 0.01657 -0.39219 -0.15177
C 0.06763 1.06675 -0.03979
N -0.70031 0.20424 0.90068
H 1.18330 -0.98447 0.35505
H 0.92474 1.55429 0.41522
H -0.47121 1.67496 -0.77116
H -1.71234 0.20013 0.76090
```

Values from the calculation:
* frontier orbital gap: 10.020 eV
* spin multiplicity: 1
* relative energy (zero: lowest compared OMol25 entry of this formula, charge and spin): 142.9 kcal/mol

Entry 2:
The following is a quantum chemistry calculation of the molecule C5H7NO, from OMol25.

Structure (XYZ):
```
14
C5H7NO | OMol25 | ωB97M-V/def2-TZVPD
C 1.74666 -0.44686 0.24293
N 0.35170 -0.06280 0.23665
C -0.45197 0.14862 1.25721
C -1.74740 0.52294 0.83225
C -1.85199 0.50208 -0.55471
C -0.42964 0.30722 -0.97116
O -0.14933 -0.56491 -2.02299
H 2.38347 0.38326 -0.08487
H 1.89237 -1.29102 -0.43853
H 2.04112 -0.74233 1.25432
H -0.08009 0.02016 2.27335
H -2.55462 0.71698 1.53100
H -0.12888 1.34508 -1.21345
H -1.02141 -0.83841 -2.34200
```

Values from the calculation:
* frontier orbital gap: 8.174 eV
* spin multiplicity: 1
* relative energy (zero: lowest compared OMol25 entry of this formula, charge and spin): 77.9 kcal/mol

Entry 3:
The following is a quantum chemistry calculation of a cluster of 3 separate species, C18H50N8O4P4 in total, from OMol25.

Structure (XYZ):
```
84
C18H50N8O4P4 | OMol25 | ωB97M-V/def2-TZVPD
H -3.33850 2.16672 1.08920
N -3.32700 2.03469 2.10445
C -3.11520 0.81661 2.37673
C -2.90973 -0.30732 1.39363
C -3.71595 -0.16886 0.13666
O -3.18598 0.09936 -0.90033
O -5.05397 -0.36872 0.21313
C -5.83344 0.80166 -0.16255
P -7.25638 0.94406 0.97575
N -7.55431 2.42851 1.37465
P -6.31536 0.72551 -1.97546
C -5.11918 1.88019 -2.77282
C -7.90067 1.66063 -2.08188
H -3.03768 0.54818 3.42877
H -3.19554 -1.24481 1.87726
H -1.85999 -0.39927 1.11395
H -5.19198 1.67099 -0.02490
H -6.94733 0.19825 2.12555
H -8.37250 0.33903 0.37252
H -6.91943 3.08192 0.93620
H -4.69760 2.53119 -2.00571
H -5.64700 2.51892 -3.47697
H -4.31810 1.32343 -3.24471
H -7.84679 2.55807 -1.46221
H -8.74593 1.06627 -1.75463
H -8.02622 2.00242 -3.10615
C 0.37730 3.63377 0.55876
N 1.54628 2.84415 0.20944
C 2.29738 2.52103 1.42204
P 1.35451 1.45613 -0.79074
O 0.34675 0.67829 0.00729
N 0.43593 1.72206 -2.23089
C -0.09323 3.00473 -2.62497
C -0.46682 0.63632 -2.59725
N 2.82216 1.73254 -1.57215
C 3.63792 2.93130 -1.51972
C 3.19581 0.78395 -2.61265
H 0.70190 4.51794 1.11160
H -0.34057 3.08344 1.18135
H -0.14324 3.99954 -0.32277
H 3.20154 1.95608 1.17954
H 1.70566 1.91720 2.12054
H 2.60932 3.43932 1.92403
H -1.03589 3.24152 -2.10873
H -0.29287 3.00994 -3.70087
H 0.61840 3.81149 -2.44091
H -1.39592 0.68723 -2.02638
H -0.00638 -0.33194 -2.40156
H -0.69571 0.67151 -3.66618
H 3.09829 3.80517 -1.88982
H 4.52212 2.78890 -2.14381
H 4.00253 3.14883 -0.51776
H 2.98611 1.19014 -3.60735
H 2.63934 -0.14902 -2.50711
H 4.25653 0.52843 -2.55089
C 1.67254 -3.27527 3.16340
N 1.91529 -2.91286 1.77820
C 0.89083 -1.97741 1.31965
P 3.47326 -2.37557 1.30678
O 3.73330 -1.18955 2.17647
N 4.76348 -3.40912 1.82969
C 4.55692 -4.64669 2.54579
C 5.97618 -2.74030 2.27798
N 3.39494 -3.08396 -0.21527
C 2.41618 -4.04686 -0.68361
C 4.56146 -2.92512 -1.07182
H 0.66083 -3.67834 3.24945
H 1.76429 -2.42291 3.84917
H 2.34333 -4.06068 3.50173
H 1.04660 -1.72746 0.26948
H 0.91271 -1.04236 1.88828
H -0.10331 -2.42472 1.40513
H 4.39850 -4.48355 3.62175
H 5.43237 -5.29325 2.43297
H 3.70865 -5.20701 2.14853
H 5.90916 -2.39758 3.31890
H 6.19290 -1.87221 1.65855
H 6.82392 -3.42455 2.18842
H 2.42541 -4.96046 -0.08565
H 2.64553 -4.31609 -1.71599
H 1.40314 -3.64754 -0.68890
H 5.18021 -3.82815 -1.06438
H 5.18052 -2.09197 -0.73562
H 4.26749 -2.70605 -2.10131
```

Values from the calculation:
* structure (SMILES): [H]/N=C\CC(=O)O[C@H]([PH2]=N)P(C)C.CN(C)P(=O)(N(C)C)N(C)C.CN(C)P(=O)(N(C)C)N(C)C
* frontier orbital gap: 8.693 eV
* spin multiplicity: 1

Entry 4:
The following is a quantum chemistry calculation of a structure of composition C4H6O2, from OMol25.

Structure (XYZ):
```
12
C4H6O2 | OMol25 | ωB97M-V/def2-TZVPD
C -0.41368 1.20791 0.33608
C 0.82376 0.83496 -0.36465
O 1.59568 -0.09405 0.07474
C 0.43395 -1.61452 0.12872
O -0.67532 -1.11739 0.52563
C -1.04347 0.02267 -0.35495
H -0.84921 2.11678 -0.07946
H -0.36486 1.19264 1.42421
H 1.15904 1.43719 -1.22998
H 0.60402 -1.69903 -0.94166
H 0.86919 -2.34472 0.81538
H -2.13910 0.05757 -0.33405
```

Values from the calculation:
* frontier orbital gap: 8.369 eV
* spin multiplicity: 1
* relative energy (zero: lowest compared OMol25 entry of this formula, charge and spin): 116.2 kcal/mol

Entry 5:
The following is a quantum chemistry calculation of a structure of composition C10H7ClNO2S, from OMol25.

Structure (XYZ):
```
22
C10H7ClNO2S | OMol25 | ωB97M-V/def2-TZVPD
C 1.88929 -2.25890 0.29757
C 1.70637 -1.26898 -0.73179
C 0.70360 -0.07480 -0.32611
C 1.17145 1.39039 -0.05855
S 2.98447 1.74343 -0.23742
C 0.15025 2.51124 0.36585
C -1.36900 2.14585 0.54357
C -1.75665 0.68640 0.24174
C -0.78541 -0.45710 -0.17506
C -1.57946 -1.82032 -0.37914
O -1.18750 -3.00754 -0.35829
N -2.97962 -1.30923 -0.55823
C -3.14323 -0.08956 0.29758
O -4.14556 0.24070 0.96414
H 2.07720 -1.81875 1.34683
H 1.80687 -3.38038 0.11409
H 2.18784 -1.32689 -1.75891
H 3.25070 1.99088 -1.60579
H 0.53017 3.57963 0.55193
H -2.16406 2.89353 0.85369
H -3.08737 -0.99303 -1.54220
Cl 3.73967 0.62342 2.15452
```

Values from the calculation:
* charge: -1
* frontier orbital gap: 5.524 eV
* spin multiplicity: 1

Entry 6:
The following is a quantum chemistry calculation of a cluster of 2 separate species, C30H47BrCl2F2N6O5PS in total, from OMol25.

Structure (XYZ):
```
95
C30H47BrCl2F2N6O5PS | OMol25 | ωB97M-V/def2-TZVPD
C -0.14469 -1.59610 -3.43079
C -1.51341 -0.89000 -3.53852
Cl -1.77748 -0.07577 -5.14180
C -1.95560 -0.02894 -2.31485
Cl -2.44851 -1.23712 -1.04976
P -0.81766 1.39689 -1.72088
F 0.00815 2.91199 -1.35512
Br -2.30484 2.83084 -2.91428
C -1.57406 1.66071 0.00171
C -2.88616 2.45402 0.17347
C -4.20248 1.72784 -0.18942
C -4.58671 0.64933 0.87389
C -5.77458 -0.17560 0.30074
C -6.18737 -1.38442 1.17631
C -5.07125 -2.47941 1.22201
S -4.09140 -2.16676 2.74035
C -2.50312 -2.85251 2.39012
N -2.10863 -3.68622 1.48030
N -0.75330 -3.89060 1.71462
C -0.43861 -3.17425 2.73347
O -1.50458 -2.46039 3.23646
O 0.14136 1.48881 -3.14986
C 1.50649 1.35457 -2.78535
C 2.50332 2.37763 -3.37231
C 2.41910 3.81828 -2.83707
F 1.49108 4.54157 -3.58732
C 1.67780 0.79249 -1.29780
C 2.62430 -0.46053 -1.45514
C 2.79483 -1.19701 -0.08920
C 3.30434 -2.65755 -0.39014
C 4.84047 -2.56684 -0.70477
N 5.24818 -3.11434 -2.01475
C 4.79054 -4.44154 -2.26752
N 4.99610 -5.42308 -1.49261
N 4.06180 -4.64490 -3.50040
C 2.43178 1.63187 -0.25874
C 1.87019 1.96037 1.00426
C 2.64577 2.74541 1.87021
N 3.86832 3.24326 1.67871
C 4.42900 2.90589 0.50649
C 3.74511 2.12707 -0.43413
O 0.37622 0.39815 -0.96293
H 0.55861 -1.13157 -4.13834
H -0.27211 -2.64127 -3.78084
H 0.21831 -1.66314 -2.39727
H -2.25787 -1.70541 -3.57074
H -2.87864 0.45616 -2.65829
H -1.59048 0.74516 0.60715
H -0.82318 2.27324 0.51899
H -2.84444 3.49857 -0.17695
H -2.97665 2.58955 1.28186
H -4.27050 1.35532 -1.22254
H -5.00514 2.49502 -0.10424
H -3.72846 0.02863 1.15892
H -5.00652 1.21337 1.73312
H -6.66619 0.46899 0.16428
H -5.47798 -0.49623 -0.71550
H -6.51504 -1.09124 2.18849
H -7.04479 -1.87005 0.66937
H -4.45553 -2.49328 0.31083
H -5.54988 -3.46824 1.31076
H 0.50538 -3.05812 3.26195
H 1.78201 0.44294 -3.37027
H 3.51813 1.94177 -3.32151
H 2.28012 2.43709 -4.45705
H 3.40272 4.32978 -2.92173
H 2.15339 3.86580 -1.76866
H 2.21987 -1.19578 -2.16771
H 3.59705 -0.12134 -1.86339
H 1.79711 -1.30073 0.37015
H 3.54218 -0.72252 0.56493
H 2.70258 -3.06675 -1.21562
H 3.18834 -3.23075 0.54672
H 5.14566 -1.50766 -0.67628
H 5.37590 -3.09390 0.10486
H 4.92481 -2.47848 -2.73823
H 5.54225 -5.12359 -0.68282
H 3.11420 -4.29109 -3.38067
H 4.50940 -4.12831 -4.25590
H 0.87701 1.60710 1.28845
H 2.17035 3.00556 2.83190
H 5.44285 3.26011 0.27759
H 4.27466 1.89058 -1.36631
O -1.18953 1.29526 2.64860
C -1.12944 1.53400 3.81783
O -0.54545 2.65274 4.32500
C -0.53998 2.59114 5.75814
C -1.65062 1.61965 6.12137
C -1.63072 0.65464 4.94304
H 0.44224 2.24144 6.08698
H -0.71202 3.58712 6.16284
H -1.50362 1.14025 7.08876
H -2.60765 2.14510 6.14873
H -0.92293 -0.16198 5.09408
H -2.61958 0.26219 4.71751
```

Values from the calculation:
* charge: -1
* frontier orbital gap: 7.598 eV
* spin multiplicity: 1